1.
Here is C21H31N3OS in the gas phase from OMol25. Energies are from ωB97M-V/def2-TZVPD.

Geometry as XYZ:
```
57
Properties=species:S:1:pos:R:3:forces:R:3
H -2.801 0.492 0.757 0.106 0.050 0.071
C -0.812 0.006 4.954 0.019 0.132 0.173
S -2.050 -3.030 3.158 0.017 -0.886 0.387
C -2.190 -1.491 2.550 -0.205 -0.192 -0.270
H -1.693 -0.409 -1.249 -0.020 0.001 -0.033
C 1.073 0.649 3.595 0.056 0.068 -0.092
H -0.621 -1.879 5.947 -0.069 -0.096 0.050
C 1.724 -0.526 3.930 0.102 -0.016 -0.001
H 0.778 -0.570 -5.837 -0.012 -0.060 -0.006
H -2.485 1.295 5.283 0.024 0.019 0.075
H 3.227 0.264 -5.645 0.029 -0.047 -0.003
H -3.072 -1.690 4.902 -0.111 0.199 -0.030
C 0.559 -1.328 0.380 -0.208 0.010 -0.014
H 2.233 2.718 -4.140 0.047 0.052 -0.041
H 3.793 0.846 -4.072 0.053 -0.055 -0.057
C 0.562 -0.071 -4.889 -0.113 0.068 0.151
N -1.662 -1.158 1.350 -0.104 0.268 0.222
O 1.940 1.488 -2.164 0.209 0.494 0.105
H -0.144 1.851 -4.227 -0.093 0.066 0.049
H 0.815 3.143 -6.120 0.003 0.000 -0.088
H 0.973 -0.982 1.328 0.005 -0.057 -0.005
H -1.208 -2.429 -0.251 0.004 -0.063 0.031
H -0.227 -0.637 -4.387 0.011 -0.069 -0.068
C -0.187 0.910 4.105 0.012 0.010 0.057
C -1.748 0.190 0.815 -0.167 0.307 -0.097
C 1.164 2.130 -5.910 -0.032 0.157 0.243
H -2.322 0.002 6.481 -0.051 0.077 0.044
N 0.797 -0.428 -1.903 -0.210 -0.144 0.174
H 1.545 1.362 2.934 0.052 0.062 -0.044
C 2.923 0.777 -4.728 -0.038 0.122 0.299
H -0.575 -2.906 1.331 -0.068 0.167 -0.244
C -1.145 0.259 -0.582 0.161 0.065 0.208
H -2.880 0.393 2.857 0.046 -0.058 -0.092
C 1.546 0.440 -2.628 -0.040 -0.617 -0.273
C -2.220 0.244 5.422 -0.060 -0.182 -0.203
C 0.082 1.350 -5.171 0.021 -0.138 -0.279
H 2.206 -1.092 -3.941 -0.050 0.074 0.030
C 1.113 -1.429 4.784 0.065 -0.038 0.034
H -1.210 0.893 1.468 -0.101 0.015 0.005
H -1.252 1.273 -0.969 -0.031 -0.017 -0.041
H 2.705 -0.735 3.528 0.082 -0.016 -0.022
H -0.834 1.317 -5.766 -0.040 0.021 0.080
N -2.925 -0.553 3.202 0.093 0.422 -0.387
H 1.616 -2.348 5.048 0.044 -0.086 0.020
C 1.841 -0.061 -4.040 0.208 0.029 -0.203
C -0.145 -1.165 5.293 0.034 0.116 0.026
H -0.688 1.834 3.845 -0.055 0.069 -0.002
H 1.274 -2.022 -0.062 0.052 0.002 0.015
C 0.340 -0.134 -0.563 -0.001 0.130 0.085
C 2.433 2.182 -5.067 0.057 -0.020 -0.218
H 1.374 1.642 -6.865 -0.023 0.005 -0.096
H 3.218 2.717 -5.606 0.024 0.041 0.028
C -0.750 -2.054 0.671 0.463 -0.366 -0.064
H 0.940 0.722 -0.237 -0.134 -0.134 -0.020
H -4.225 -0.338 4.808 0.061 -0.073 0.037
C -3.191 -0.642 4.620 -0.212 0.060 0.393
H 0.468 -1.281 -2.327 0.087 0.053 -0.097
```
Forces are in eV/Å.

Values from the calculation:
maximum force = 0.967 eV/A
SMILES = O=C(NC1CCN(C(=S)NCCc2ccccc2)CC1)C1CCCCC1
total charge = 0
energy above the lowest of the compared OMol25 structures with the same formula, charge and spin = 8.2 kcal/mol
gap between HOMO and LUMO = 8.4 eV
highest occupied orbital energy = -7.814 eV

Atom charges from the Löwdin analysis, given in e for atoms 1 to 4: 0.1287, -0.2511, 0.6860, -0.7857

***

2.
Here is C21H32AlClF11O9S as an isolated structure from OMol25. Energies are from ωB97M-V/def2-TZVPD.

Geometry as XYZ:
```
76
Properties=species:S:1:pos:R:3:forces:R:3
C -6.039 1.359 -3.198 0.109 0.144 0.079
O 0.946 -4.844 -5.681 -0.059 0.021 0.029
H 4.644 0.807 1.311 -0.043 0.109 -0.088
F 5.350 0.360 4.483 -0.017 -0.164 0.170
F 8.519 -2.678 4.864 0.069 -0.009 0.034
F -0.459 -2.266 1.106 -0.160 0.001 0.030
F 1.875 -1.485 4.574 0.100 -0.155 0.111
F 1.069 -3.176 2.499 -0.039 0.026 0.115
C -3.937 -0.533 -0.873 0.020 0.009 0.091
C -2.277 -1.719 -4.537 0.019 0.018 0.082
O -0.541 -3.162 -5.445 0.016 0.000 -0.001
H 9.064 0.045 4.344 0.014 -0.087 -0.007
O -5.105 0.746 -3.606 -0.114 -0.119 -0.121
C 2.406 1.477 2.443 -0.011 -0.069 -0.061
C 1.349 -0.347 4.055 -0.141 -0.023 -0.302
O -1.841 3.587 -0.948 -0.008 -0.050 -0.011
H 3.798 2.788 3.405 -0.029 0.110 -0.099
O -6.385 2.598 -3.599 -0.007 -0.052 -0.026
F 2.549 -1.590 1.901 -0.168 -0.071 0.070
H 7.478 -0.440 1.774 0.032 0.044 0.011
F -0.607 -1.575 3.531 0.042 0.030 0.002
C 7.731 -1.632 4.338 -0.086 0.014 -0.024
F 1.542 -2.850 0.373 0.107 -0.075 -0.108
F 0.508 0.141 5.014 -0.224 0.131 0.110
H 8.449 0.974 2.178 -0.018 -0.078 -0.070
H -3.697 -0.771 0.164 -0.011 0.032 0.008
C -7.681 2.031 -1.811 0.034 0.054 0.067
C 4.910 1.724 1.858 -0.042 -0.070 0.182
H -2.532 -3.416 -5.838 0.000 0.044 -0.019
H -7.335 4.958 -3.626 -0.051 -0.007 -0.031
H -4.922 -0.071 -0.907 0.027 -0.029 -0.074
H 7.187 -1.197 5.177 -0.028 0.038 -0.083
O -0.925 -5.110 -4.450 0.044 -0.004 0.026
H -3.989 -1.461 -1.445 0.019 -0.022 0.019
H 2.457 0.802 1.587 -0.070 0.161 0.023
C -0.067 -4.412 -5.237 0.019 -0.016 -0.027
H -1.910 -1.521 -3.529 0.069 -0.024 -0.035
O -6.897 0.914 -2.248 0.034 0.004 0.010
H -7.172 2.504 -0.967 -0.036 -0.006 0.023
C -2.905 0.387 -1.477 0.063 -0.053 -0.017
C -1.908 -3.107 -4.993 -0.050 -0.053 -0.080
H -2.949 0.353 -2.568 -0.040 0.044 0.046
C 7.790 0.208 2.606 -0.066 -0.026 0.110
Al 6.204 1.220 3.279 0.231 0.139 -0.177
H -8.807 4.714 -2.681 -0.002 -0.001 0.043
H -7.224 4.706 -1.882 0.043 -0.010 -0.031
C -1.899 -4.196 -3.937 0.015 0.043 0.055
H 7.011 -2.092 3.656 0.047 -0.011 0.015
H -2.845 -4.714 -3.808 -0.002 -0.013 -0.046
F -0.255 0.228 2.387 -0.087 -0.071 0.048
H 1.476 2.045 2.354 0.055 0.021 0.067
C 8.598 -0.624 3.612 0.074 0.032 0.104
H 5.416 2.372 1.135 -0.037 -0.030 0.004
H 9.412 -1.193 3.142 -0.063 0.067 -0.054
C 2.425 0.675 3.748 0.184 -0.021 -0.042
H -1.846 -0.976 -5.206 -0.044 -0.015 -0.048
S 1.043 -1.917 1.543 0.213 0.118 -0.059
C -1.960 2.408 -1.042 -0.002 0.017 0.015
C -7.764 4.417 -2.784 0.038 0.010 0.053
C -1.485 0.207 -0.980 -0.028 -0.006 0.084
H -8.428 2.602 -3.745 0.013 0.056 -0.040
H -1.548 -3.809 -2.976 -0.036 -0.017 0.021
O -0.939 1.525 -1.120 -0.033 0.037 0.010
C -7.668 2.933 -3.031 -0.031 -0.062 -0.051
Cl 6.935 3.070 4.267 -0.021 -0.013 0.007
C 0.342 -0.827 2.954 0.221 0.074 -0.103
H -3.360 -1.593 -4.542 -0.003 0.023 0.048
H 2.377 1.383 4.579 0.054 -0.094 0.020
H -0.877 -0.495 -1.545 0.012 0.044 -0.043
O -3.146 1.755 -1.085 -0.092 0.044 -0.030
C 3.628 2.410 2.387 -0.011 -0.009 0.102
H -1.475 -0.062 0.078 0.053 -0.039 -0.019
H 3.370 3.291 1.793 -0.016 -0.096 -0.076
H -8.665 1.684 -1.510 -0.007 -0.029 -0.050
H 3.382 0.157 3.849 -0.061 0.053 -0.033
F 1.033 -0.706 0.510 0.003 -0.016 0.038
```
Forces are in eV/Å.

Values from the calculation:
maximum force = 0.334 eV/A
total charge = -1
gap between HOMO and LUMO = 6.8 eV
highest occupied orbital energy = -5.281 eV

Atom charges from the Löwdin analysis, given in e for atoms 1 to 4: -0.5553, 0.1685, 0.0484, -0.2202

***

3.
Here is C21H32As3HfN2OS2 as an isolated structure from OMol25. Energies are from ωB97M-V/def2-TZVPD.

Geometry as XYZ:
```
62
Properties=species:S:1:pos:R:3:forces:R:3
H -2.738 3.435 -0.685 -0.023 -0.002 0.019
H -1.292 -5.149 4.896 0.035 0.021 0.028
H -0.543 -4.556 -0.514 0.078 0.069 -0.005
C -2.984 2.475 -1.116 -0.324 0.044 0.023
C -5.955 0.639 -2.421 -0.283 -0.075 -0.054
N -7.030 0.333 -2.685 0.067 0.035 -0.005
H -3.328 -1.646 5.732 0.009 -0.008 0.006
H -0.418 -0.341 4.280 -0.013 0.046 -0.048
C -3.615 0.019 -2.249 -0.379 0.085 0.124
H -4.426 -0.472 1.825 0.014 0.000 0.019
C -2.326 -1.426 5.362 0.015 -0.028 0.032
H -4.014 -2.212 2.046 -0.018 -0.040 -0.050
Hf -0.564 -0.236 0.183 0.604 -0.520 -1.775
H 0.048 3.053 2.385 0.036 -0.049 -0.046
H 2.764 2.165 1.890 -0.002 -0.001 0.003
C 2.642 1.296 2.536 -0.113 -0.143 -0.387
H 2.798 1.590 3.571 -0.095 -0.019 0.038
H 0.040 -3.794 3.056 -0.013 -0.037 -0.117
C -4.610 0.962 -2.058 0.351 -0.162 -0.018
H -2.041 -0.451 5.756 0.014 -0.013 0.004
H -3.859 -0.931 -2.703 -0.017 -0.008 0.026
H 2.653 -3.239 3.448 0.028 0.010 -0.026
C 0.908 -1.999 3.848 0.110 0.043 -0.184
H 0.213 2.414 4.036 0.072 -0.074 0.009
C 0.038 -2.730 2.810 0.103 0.144 -0.052
H 1.262 -0.057 4.705 -0.006 0.078 -0.018
H -2.199 -3.953 3.939 0.023 0.005 0.026
N -6.118 3.947 -0.959 0.059 -0.034 -0.036
C -2.477 -1.041 1.128 0.056 0.638 -0.266
O -2.179 0.208 1.167 -2.350 0.620 1.656
As 0.810 0.633 2.338 0.959 0.563 1.784
H 3.376 0.544 2.255 -0.036 -0.015 0.000
H -4.348 -1.596 0.442 0.030 -0.043 -0.023
H -2.876 -4.605 5.434 0.013 -0.010 0.006
C 2.397 -2.182 3.524 -0.209 -0.013 0.032
As 0.436 -2.660 0.864 0.124 -1.691 0.793
C -0.936 -3.935 0.290 -0.027 -0.013 -0.126
S -0.332 1.962 -0.781 0.248 0.669 -0.080
H 3.018 -1.741 4.305 0.016 0.028 -0.024
H 1.023 -3.655 5.220 -0.013 -0.009 0.026
C 0.607 -0.497 3.950 -0.082 -0.137 -0.306
H 1.785 -4.753 1.333 -0.087 0.036 0.059
H -1.214 -4.583 1.120 0.071 0.045 0.069
H 1.970 -4.225 -0.353 0.033 -0.016 0.005
H 2.905 -3.426 0.922 -0.010 -0.014 0.020
C 0.630 -2.633 5.223 -0.144 0.044 0.107
C -5.308 3.173 -1.210 -0.225 0.179 0.045
C -3.904 -1.333 1.409 0.256 -0.215 0.247
H 2.640 -1.695 2.573 0.117 -0.051 0.018
S -1.122 -1.045 -2.021 0.026 -0.374 -0.774
As -1.176 -2.866 6.076 0.064 -0.029 -0.202
C -0.134 2.194 3.028 -0.154 0.025 -0.173
C -2.299 0.267 -1.851 0.437 0.171 0.020
C -4.292 2.202 -1.473 0.384 -0.012 0.040
H -0.994 -2.380 2.880 -0.007 -0.118 0.035
H 1.215 -2.095 5.975 -0.014 -0.003 0.005
C -1.972 1.529 -1.294 0.216 -0.224 -0.356
H -1.206 2.002 3.050 0.016 -0.040 -0.017
C -1.954 -4.285 4.948 -0.039 0.022 0.045
H -1.811 -3.410 -0.076 -0.019 0.041 0.025
H -2.374 -1.388 4.271 0.039 -0.005 0.022
C 1.956 -3.897 0.685 -0.019 0.579 -0.248
```
Forces are in eV/Å.

Values from the calculation:
maximum force = 2.941 eV/A
total charge = +1
energy above the lowest of the compared OMol25 structures with the same formula, charge and spin = 19.6 kcal/mol
gap between HOMO and LUMO = 7.5 eV
highest occupied orbital energy = -11.459 eV

Atom charges from the Löwdin analysis, given in e for atoms 1 to 4: 0.1277, 0.0232, 0.0401, -0.0366

***

4.
Here is a 5-piece molecular cluster, C21H32BIN4OP overall from OMol25. Energies are from ωB97M-V/def2-TZVPD.

Geometry as XYZ:
```
61
Properties=species:S:1:pos:R:3:forces:R:3
C -2.752 -4.065 0.141 -0.001 0.022 -0.025
C -6.672 7.746 2.931 -0.007 0.010 0.001
H 1.068 -3.184 -1.071 -0.273 0.106 0.223
H -4.256 6.300 1.463 0.045 0.023 0.035
C -2.777 -1.938 -0.566 0.063 -0.016 -0.027
P 2.935 0.067 -2.469 -0.166 0.228 0.444
H -1.855 3.543 -1.511 -0.021 0.004 -0.005
H 0.263 3.860 2.120 -0.005 0.003 0.019
H 5.068 0.083 -1.323 -0.109 -0.047 0.150
H 2.598 -1.759 0.482 -0.607 -0.106 0.532
C -5.638 7.805 0.936 0.018 -0.032 -0.005
H -7.324 9.137 1.300 -0.006 0.007 0.000
H 5.202 0.402 -3.062 0.107 0.168 0.110
H 0.733 -3.549 -3.631 -0.012 -0.060 -0.081
C -5.658 6.828 2.949 0.017 -0.019 -0.023
H 2.021 -2.365 -3.849 -0.070 0.047 -0.125
C -2.443 4.594 0.362 0.012 0.024 0.039
B 2.022 -1.251 -1.296 -0.498 -0.293 0.526
C 1.573 -3.065 -3.145 -0.067 0.088 0.285
H 3.989 -7.222 3.133 -0.005 -0.011 0.000
H 0.120 -1.974 -1.940 -0.092 0.036 0.091
H 2.910 -3.753 0.785 -0.022 -0.057 -0.044
H -2.390 -0.944 -0.718 -0.039 0.030 0.048
C 4.963 -1.672 -2.633 0.057 -0.304 0.419
N -5.035 6.869 1.731 -0.036 0.035 0.030
H 5.054 -3.325 2.057 0.029 0.019 0.056
H 5.808 -5.248 3.453 0.003 -0.009 0.013
H -5.328 6.153 3.720 -0.012 -0.006 0.011
H 0.210 2.953 -0.219 -0.130 -0.045 0.126
C -1.729 4.702 1.588 -0.051 0.025 -0.010
C -1.680 3.851 -0.495 0.048 -0.032 -0.003
H -5.290 7.991 -0.066 -0.006 0.011 -0.008
N 4.545 -4.187 2.103 -0.048 -0.020 -0.080
C 5.109 -2.637 -1.727 -0.299 0.066 -0.410
C -3.979 -2.496 -0.906 0.001 -0.013 -0.026
I 2.333 2.287 -1.821 0.229 -0.225 -0.336
C 3.978 -6.249 2.673 0.001 -0.011 0.011
N -0.532 3.503 0.168 -0.002 0.058 -0.005
H -7.349 7.952 3.743 -0.006 0.005 0.006
H -4.783 -1.994 -1.416 -0.012 0.002 0.002
H 2.324 -3.818 -2.921 0.053 -0.065 -0.104
C 3.376 -4.473 1.439 0.152 0.097 0.085
C 1.126 -2.397 -1.824 0.689 -0.226 -0.611
H 5.395 -3.629 -2.048 -0.184 -0.110 0.050
C 4.723 -0.220 -2.307 -0.207 -0.010 -0.552
C 3.001 -5.745 1.776 -0.082 -0.002 -0.066
C -3.963 -3.845 -0.457 0.000 0.000 -0.019
H 5.025 -1.924 -3.685 0.243 0.074 -0.047
H -2.342 -4.943 0.608 -0.018 -0.006 0.022
C -0.554 4.021 1.438 0.020 -0.035 -0.035
C 4.914 -5.269 2.855 -0.001 0.034 -0.015
N -2.035 -2.900 0.070 0.070 -0.010 -0.053
H 2.633 -0.122 -3.820 -0.029 0.180 -0.063
H 2.123 -6.258 1.421 -0.002 -0.013 -0.002
H -1.114 -2.770 0.441 -0.020 0.016 0.114
O 2.279 -0.982 0.009 0.946 0.199 -0.706
H 4.916 -2.507 -0.670 0.368 0.215 0.100
H -3.408 5.010 0.130 -0.021 -0.057 -0.078
H -2.042 5.221 2.479 0.011 0.005 0.011
H -4.753 -4.569 -0.559 -0.011 -0.002 0.000
C -6.660 8.367 1.652 -0.006 0.007 0.008
```
Forces are in eV/Å.

Values from the calculation:
maximum force = 1.197 eV/A
total charge = +1
gap between HOMO and LUMO = 4.5 eV
highest occupied orbital energy = -9.364 eV

Atom charges from the Löwdin analysis, given in e for atoms 1 to 4: -0.1358, -0.1100, 0.1048, 0.0960